i | Molecular formula: C4H6P2
Method: DFT, the ωB97M-V functional and the def2-TZVPD basis

Structure (XYZ):
```
12
Properties=species:S:1:pos:R:3:mulliken_charge:R:1
C -0.653 0.867 0.534 -0.37
C 0.220 -0.286 -1.333 -0.49
C 0.243 -0.022 0.084 0.61
C 1.130 -0.790 1.004 -1.09
P -0.698 0.656 -2.393 -0.15
P -1.538 1.803 -0.752 -0.14
H -1.029 0.978 1.595 0.31
H 0.950 -0.919 -1.678 0.38
H 1.918 -0.285 1.515 0.30
H 1.594 -1.646 0.376 0.28
H 0.381 -1.211 1.653 0.31
H -2.518 0.854 -0.604 0.06
```

Values from the calculation:
**LUMO level**: -0.16 eV
**SMILES string**: CC1=C[PH]#P=C1
**Multiplicity**: 1



ii | Molecular formula: C4H6P2
Method: DFT, the ωB97M-V functional and the def2-TZVPD basis

Structure (XYZ):
```
12
Properties=species:S:1:pos:R:3:mulliken_charge:R:1
C -0.783 0.949 -0.033 0.07
C -2.149 1.471 -0.036 -0.46
C -0.486 -0.386 0.076 0.25
C 0.842 -0.911 0.031 -1.24
P -3.647 0.762 0.033 -0.08
P -3.754 -1.265 0.025 -0.01
H -0.046 1.632 -0.133 0.40
H -2.297 2.467 -0.346 0.34
H 1.729 -0.320 0.189 0.36
H 1.253 -1.213 -1.027 0.24
H 0.810 -1.810 0.661 0.29
H -1.345 -1.048 0.026 -0.18
```

Values from the calculation:
**LUMO level (spin up / spin down)**: -1.53 / -2.02 eV
**SMILES string**: C/C=C/C=P#P
**Multiplicity**: 1



iii | Molecular formula: C4H6P2
Method: DFT, the ωB97M-V functional and the def2-TZVPD basis

Structure (XYZ):
```
12
Properties=species:S:1:pos:R:3:mulliken_charge:R:1
C 0.154 0.450 -1.531 -0.31
C 0.552 -0.030 -2.743 -0.28
C 0.094 -0.475 -0.569 0.04
C -0.891 0.473 1.600 -0.87
P 0.741 -1.765 -2.957 -0.09
P -0.144 -2.172 -1.003 -0.11
H -0.123 1.469 -1.167 0.29
H 0.832 0.575 -3.650 0.30
H -1.889 0.032 1.363 0.29
H -0.956 1.555 1.572 0.32
H -0.239 -0.065 2.168 0.35
H 0.770 -2.932 -0.247 0.08
```

Values from the calculation:
**LUMO level (spin up / spin down)**: -0.61 / -0.45 eV
**Multiplicity**: 1



Which structure loses on stability? iii does.



i | Molecular formula: C4H6P2
Method: DFT, the ωB97M-V functional and the def2-TZVPD basis

Structure (XYZ):
```
12
Properties=species:S:1:pos:R:3:mulliken_charge:R:1
C 0.142 0.829 -0.299 -0.51
C 1.499 1.302 -0.109 -0.32
C -0.144 -0.430 -0.141 0.60
C -1.652 -0.693 -0.148 -1.23
P 2.722 0.143 0.131 -0.16
P 1.247 -1.589 0.101 -0.17
H -0.623 1.558 -0.546 0.30
H 1.591 2.333 0.099 0.36
H -2.150 -0.091 0.586 0.34
H -1.989 -1.701 -0.172 0.37
H -1.962 -0.146 -0.997 0.35
H 1.319 -1.517 1.494 0.07
```

Values from the calculation:
**LUMO level**: -0.06 eV
**SMILES string**: CC1=[PH]=PC=C1
**Multiplicity**: 1



ii | Molecular formula: C4H6P2
Method: DFT, the ωB97M-V functional and the def2-TZVPD basis

Structure (XYZ):
```
12
Properties=species:S:1:pos:R:3:mulliken_charge:R:1
C -0.154 -0.469 -0.710 0.27
C 0.407 0.067 -1.842 -0.53
C -0.277 0.143 0.491 -0.01
C -0.509 -0.703 1.722 -1.11
P 1.145 1.616 -2.189 -0.03
P 1.040 2.876 -0.580 -0.07
H -0.449 -1.636 -0.829 0.13
H 0.439 -0.616 -2.753 0.27
H -0.964 -1.576 1.524 0.41
H -1.019 -0.193 2.679 0.27
H 0.524 -0.777 2.023 0.27
H -0.184 1.267 0.465 0.13
```

Values from the calculation:
**LUMO level (spin up / spin down)**: -1.19 / -1.78 eV
**SMILES string**: C/C=C/C=P#P
**Multiplicity**: 1



Which structure loses on stability? ii does.